1.
Density functional theory data (ωB97M-V/def2-TZVPD) for a molecular structure, C12H13BrMoO2.

The geometry in XYZ format:
```
29
Properties=species:S:1:pos:R:3:forces:R:3
C -1.174800 -0.759000 -1.819900 0.367 0.127 -0.453
C -1.224200 -1.746700 -0.826700 -0.642 -0.639 0.410
C -1.937200 -1.212500 0.274500 -0.071 -0.861 -0.181
H -0.763800 -2.716700 -0.865700 0.021 -0.070 0.008
C -2.341400 0.093500 -0.056100 -0.191 0.490 0.237
C -1.844400 0.394800 -1.332000 -0.137 0.082 -0.122
H -1.963500 1.331200 -1.848000 -0.007 0.062 -0.058
H -0.700300 -0.852800 -2.780100 0.006 -0.023 -0.102
H -2.097000 -1.699600 1.217600 -0.015 0.083 0.069
H -2.876500 0.765900 0.585700 -0.034 0.011 0.202
Mo 0.000000 0.000000 0.000000 -1.192 0.517 -1.065
Br 0.807300 -1.843900 1.579700 0.726 -2.132 0.886
C 1.967900 1.143700 0.353400 0.051 0.771 -0.136
C 1.147400 1.911100 -0.509300 0.697 0.601 0.640
C 0.985000 1.185500 -1.697600 -0.207 -0.036 -0.356
H 0.694300 2.855200 -0.269100 -0.041 0.129 0.008
C 1.691300 -0.040000 -1.569100 0.485 0.069 -0.203
C 2.322500 -0.040400 -0.316700 0.649 -0.399 -0.188
H 2.916200 -0.836700 0.088000 0.031 -0.047 0.014
H 2.229700 1.396000 1.363400 -0.058 -0.021 0.081
H 0.415100 1.498000 -2.553800 -0.044 0.033 -0.072
H 1.746300 -0.826600 -2.300800 -0.011 -0.046 -0.050
C -0.683700 1.312800 4.256800 0.769 0.571 0.575
C -0.980100 0.678900 2.940000 -3.359 -2.630 -2.247
O -2.129400 0.075800 2.783400 4.030 2.282 0.666
O -0.060400 0.729000 1.987900 -1.474 1.442 1.972
H -1.437400 2.099200 4.469900 0.383 -0.573 -0.086
H 0.326700 1.774200 4.248100 -0.636 -0.273 0.068
H -0.720300 0.543300 5.056100 -0.097 0.481 -0.518
```
Positions in Å, forces in eV/Å.

* <S²>: 2.0155
* HOMO level (spin up / spin down): -5.97 / -8.38 eV
* net charge: 0
* spin multiplicity: 3



2.
Density functional theory data (ωB97M-V/def2-TZVPD) for a molecular structure, C23H21N3O2Pt.

The geometry in XYZ format:
```
50
Properties=species:S:1:pos:R:3:forces:R:3
Pt 0.160339 -0.104484 1.601256 1.063 0.288 0.096
N -0.513410 -2.938317 0.891583 0.030 -0.188 0.101
C 0.150377 -2.982002 -0.320993 0.103 0.020 -0.096
C -0.154164 -3.950882 -1.254190 -0.023 0.093 0.097
C 0.521595 -4.044932 -2.476660 0.059 -0.003 -0.079
C 1.544525 -3.190960 -2.770281 -0.017 -0.060 -0.028
C 1.879559 -2.169328 -1.857945 -0.079 0.061 0.125
C 2.948020 -1.281402 -2.112478 0.017 0.026 0.035
C 3.251979 -0.308590 -1.211571 0.042 -0.050 -0.086
C 2.439095 -0.163686 -0.080462 0.014 -0.119 0.042
N 1.417984 -0.954567 0.187544 -0.499 -0.074 -0.386
C 1.147838 -2.009636 -0.654942 -0.062 -0.120 0.010
H -1.103272 -3.738084 1.062339 0.020 0.002 0.009
H 0.035328 -2.690929 1.703178 -0.047 0.095 -0.009
H -0.922386 -4.676687 -1.015721 0.000 -0.004 0.019
H 0.247745 -4.829459 -3.169276 -0.001 0.002 -0.013
H 2.113065 -3.283178 -3.685888 -0.007 0.006 -0.015
H 3.519151 -1.398703 -3.024896 -0.004 0.006 -0.015
H 4.066339 0.383914 -1.364821 0.000 0.011 0.004
H 2.613730 0.646593 0.606214 0.003 0.027 0.044
C -4.793866 0.689230 -0.228751 -0.028 -0.009 0.001
C -4.169361 1.925456 -0.329555 -0.024 0.000 0.002
C -2.793760 2.035391 -0.232437 0.087 -0.040 -0.011
C -1.992157 0.897298 -0.054967 -0.222 0.053 -0.018
C -2.632621 -0.345589 0.036511 0.059 0.075 -0.035
C -4.012556 -0.440952 -0.037036 -0.022 0.003 -0.035
N -0.606533 0.980979 0.089571 -0.060 -0.203 0.201
C 0.098161 2.009271 -0.507711 0.185 0.275 0.025
C 1.134169 2.667921 0.172836 -0.141 0.021 0.014
C 1.896593 3.645375 -0.447916 0.031 0.038 -0.022
C 1.639737 4.018941 -1.757851 0.012 -0.008 -0.002
C 0.595481 3.396752 -2.434720 0.018 0.015 -0.037
C -0.161403 2.411373 -1.830624 0.033 -0.119 0.065
H -5.870744 0.610653 -0.297819 -0.004 -0.004 0.006
H -4.763484 2.820673 -0.467164 0.002 0.006 0.000
H -2.324349 3.008958 -0.285891 -0.005 0.009 -0.001
H -2.028822 -1.234931 0.157835 -0.016 0.013 0.057
H -4.480784 -1.415030 0.039468 -0.004 -0.006 0.001
H 1.301121 2.425865 1.216436 0.018 -0.022 0.003
H 2.684702 4.136645 0.110636 0.001 0.001 0.003
H 2.230293 4.786271 -2.240143 -0.002 0.005 -0.002
H 0.374942 3.676866 -3.457578 -0.005 0.004 -0.009
H -0.957651 1.924029 -2.378566 -0.013 0.000 -0.005
C 0.727515 -0.152576 5.534182 0.026 0.000 -0.009
C 0.476328 -0.120118 4.063385 -0.032 -0.299 -0.031
O -0.089315 0.861705 3.518418 -0.660 0.102 -0.225
O 0.818841 -1.096178 3.310396 0.149 0.074 0.205
H 1.293417 0.732011 5.822748 0.005 0.005 -0.002
H 1.269969 -1.052948 5.806803 0.005 -0.002 0.007
H -0.227300 -0.118019 6.057511 -0.007 -0.004 0.000
```
Positions in Å, forces in eV/Å.

* HOMO level: -6.52 eV
* net charge: 0



3.
Density functional theory data (ωB97M-V/def2-TZVPD) for a gas-phase ion, C2H3N2OS (charge +1).

The geometry in XYZ format:
```
9
Properties=species:S:1:pos:R:3:forces:R:3
O 1.277807 1.754617 -0.225495 0.161 -0.195 -0.143
N 1.012087 0.664640 0.121089 0.236 0.599 -0.263
N 1.566053 -0.495473 0.240862 -2.498 -0.331 0.454
C -0.100109 -0.141856 0.482968 -1.338 -0.279 1.244
C -1.400125 -0.192128 -0.345931 -1.375 0.154 -0.825
S -3.050630 -0.038347 0.011289 4.065 -0.358 0.261
H 2.134815 -1.010652 -0.427334 0.301 0.359 -0.552
H -0.251635 -0.284144 1.550920 0.332 0.103 -0.039
H -1.188264 -0.256657 -1.408369 0.116 -0.052 -0.136
```
Positions in Å, forces in eV/Å.

* HOMO level: -14.17 eV
* net charge: +1
* SMILES string: O=[N+]1N[C@@H]1C=S
* ΔE to the lowest compared entry with this formula, charge and spin: 148.56 kcal per mole



4.
Density functional theory data (ωB97M-V/def2-TZVPD) for 3 unconnected molecules or ions with the total composition C3H14NO3.

The geometry in XYZ format:
```
21
Properties=species:S:1:pos:R:3:forces:R:3
O -0.825758 1.807294 0.947048 0.149 -0.488 0.277
C -0.684966 1.886607 -0.459697 -0.435 0.477 -0.396
C 0.617794 1.209896 -0.809032 0.449 0.928 0.902
N 0.460548 -0.262720 -0.496781 0.788 1.045 1.818
C 1.382883 -1.117134 -1.277886 -0.769 -0.204 -1.717
H -1.168120 2.608585 1.348447 -0.110 0.159 -0.258
H -1.543637 1.439711 -0.958957 -0.123 -0.432 0.003
H -0.697530 2.904621 -0.823593 0.332 0.423 0.047
H 1.340530 1.737810 -0.140359 -0.171 -1.108 -0.204
H 1.032359 1.401644 -1.800201 -0.649 -0.463 -0.209
H -0.565111 -0.464691 -0.419202 0.600 -0.726 -0.967
H 0.696315 -0.390921 0.516409 -0.084 0.082 -0.416
H 2.413632 -0.886791 -1.049455 0.087 0.353 0.202
H 1.173447 -0.872805 -2.338737 0.369 -0.322 0.521
H 1.248762 -2.192072 -1.155291 -0.406 0.226 0.351
H -0.101315 -0.163213 2.661238 0.187 -0.509 0.530
H 0.594350 -1.651837 2.781714 -0.126 0.564 0.619
O 0.265747 -0.941850 2.223658 0.003 -0.055 -1.116
H -2.638892 -2.048410 0.324957 0.167 0.398 -0.669
H -1.275872 -2.190798 0.847758 0.424 0.239 -0.093
O -1.725165 -1.812927 0.077961 -0.684 -0.587 0.775
```
Positions in Å, forces in eV/Å.

* HOMO level: -14.74 eV
* net charge: +1
* ΔE to the lowest compared entry with this formula, charge and spin: 15.49 kcal per mole



5.
Density functional theory data (ωB97M-V/def2-TZVPD) for a single C3H8P2 molecule.

The geometry in XYZ format:
```
13
Properties=species:S:1:pos:R:3:forces:R:3
C -2.793618 0.081520 -0.094164 -2.486 0.183 -3.322
P -1.384113 0.093437 0.627494 1.798 1.190 2.435
P 0.208333 -0.076561 -0.808279 0.548 1.091 -1.578
C 0.818635 -1.382048 0.297028 2.382 0.178 0.827
C 1.476017 1.336886 -0.330900 -1.804 -0.088 -1.716
H -3.657002 0.193253 0.569740 -0.004 -0.323 -0.575
H -2.913067 0.036078 -1.243294 -0.178 0.091 2.088
H 0.605315 -2.359848 -0.097460 -0.046 -0.376 -0.221
H 0.377041 -1.307875 1.310351 0.525 -0.153 -0.318
H 1.953098 -1.243972 0.369579 -1.427 -0.497 0.067
H 1.399773 2.396329 -0.682749 -0.574 -1.134 0.218
H 2.426899 0.985668 -0.604339 1.284 -0.678 -0.870
H 1.482692 1.247137 0.686987 -0.017 0.515 2.965
```
Positions in Å, forces in eV/Å.

* HOMO level: -8.30 eV
* net charge: 0
* SMILES string: C=P#P(C)C
* ΔE to the lowest compared entry with this formula, charge and spin: 14.40 kcal per mole



6.
Density functional theory data (ωB97M-V/def2-TZVPD) for 2 unconnected molecules or ions with the total composition C9H9N3O2.

The geometry in XYZ format:
```
23
Properties=species:S:1:pos:R:3:forces:R:3
O 1.707000 -0.664729 -0.587216 0.036 0.149 0.154
C 2.882639 -0.480289 -0.377677 0.521 -0.288 -0.475
C 3.933578 -1.481147 -0.344955 -0.222 -1.819 0.342
C 5.188654 -1.153105 -0.042011 1.349 0.031 0.367
N 5.627004 0.146831 0.131961 0.268 0.771 0.272
C 4.712182 1.191512 0.144702 0.070 0.828 0.453
O 5.010747 2.348527 0.436783 -0.420 -1.632 -0.615
N 3.411700 0.787822 -0.164638 0.581 0.688 0.205
H 3.696972 -2.566181 -0.410457 -0.032 1.151 -0.067
H 5.959382 -1.910124 0.146614 -0.358 0.308 -0.343
H 6.596174 0.437773 0.382423 -1.316 -0.738 -0.321
H 2.754245 1.536188 -0.169910 -0.478 0.542 0.032
C -5.503549 -0.016711 1.012717 -1.622 4.038 -4.498
C -4.601875 -0.915567 0.736419 4.611 -1.922 -2.550
C -3.638426 -0.744951 -0.325451 -0.023 1.763 -0.410
N -3.517596 0.408876 -1.092852 0.247 -2.528 1.755
C -4.472683 1.284057 -0.889316 -3.676 -1.838 1.547
C -5.648494 0.971066 -0.073209 1.684 2.385 2.678
H -6.013924 -0.106137 1.904001 -1.735 0.283 1.400
H -4.493839 -1.723472 1.386533 0.502 -1.418 0.823
H -2.806195 -1.429537 -0.516654 -0.600 -0.109 0.296
H -4.456823 2.217951 -1.389458 0.090 0.694 -0.622
H -6.326874 1.861353 0.101657 0.524 -1.336 -0.423
```
Positions in Å, forces in eV/Å.

* HOMO level: -9.08 eV
* net charge: 0
* SMILES string: O=c1cc[nH]c(=O)[nH]1.c1ccncc1
* ΔE to the lowest compared entry with this formula, charge and spin: 51.55 kcal per mole



Across the entries above, DFT total energy takes the values -3257.7371; -1323.1403; -660.4223; -402.9319; -801.7284; -663.0871 hartree, respectively.
Across the entries above, max |F| takes the values 4.8; 1.1; 4.1; 2.2; 4.2; 6.3 eV/A, respectively.